{
  "formula": "C31H71BeBr2Cl3F2MgN7O14PS",
  "method": "ωB97M-V with the def2-TZVPD basis set",
  "homo_lumo_gap_ev": 1.377,
  "total_charge": 2,
  "e_tot_ha": -10342.1685,
  "lumo_ha": -0.3419,
  "symbols": ["C", "C", "C", "N", "C", "O", "N", "F", "C", "C", "N", "N", "N", "C", "C", "O", "C", "C", "O", "C", "C", "C", "O", "C", "C", "O", "C", "P", "O", "O", "O", "C", "Br", "C", "C", "Br", "H", "H", "H", "H", "H", "H", "H", "H", "H", "H", "H", "H", "H", "H", "H", "H", "H", "H", "H", "H", "H", "H", "H", "H", "H", "H", "H", "H", "H", "H", "H", "H", "H", "H", "H", "H", "H", "H", "H", "H", "H", "C", "C", "C", "S", "O", "O", "C", "H", "H", "H", "H", "H", "H", "H", "H", "C", "Cl", "Cl", "Cl", "H", "Be", "F", "O", "C", "C", "O", "H", "H", "H", "H", "C", "C", "N", "H", "H", "H", "C", "C", "C", "O", "H", "H", "H", "H", "H", "H", "H", "H", "O", "H", "H", "N", "H", "H", "H", "H", "Mg"],
  "xyz": [[5.149291, -0.262402, 2.039361], [3.750159, -0.720157, 1.591133], [3.534036, -0.622650, 0.066029], [2.841056, -1.774988, -0.447182], [2.566123, -1.832865, -1.856248], [2.958613, -0.607349, -2.481059], [3.397340, -2.931289, -2.444110], [4.571344, -3.032605, -1.653794], [3.891316, -2.762514, -3.801657], [4.265961, -4.116234, -4.464724], [3.070204, -4.890584, -4.815355], [5.024645, -3.766126, -5.666945], [5.084489, -4.979351, -3.631971], [1.038219, -2.194940, -2.114896], [0.647679, -1.848479, -3.590020], [-0.597941, -1.223596, -3.691645], [-0.909687, -1.008265, -5.063060], [-1.987984, 0.044779, -5.216245], [0.178523, -1.638806, -1.144733], [0.186911, -0.253764, -0.828412], [-1.112202, 0.489001, -1.218266], [-2.382220, -0.339844, -1.148469], [-3.350758, 0.367723, -1.965770], [-4.545613, -0.202511, -2.020812], [-5.596692, 0.550450, -2.776451], [-4.809698, -1.254600, -1.485643], [0.448164, -0.065175, 0.682043], [-0.756423, -0.776826, 1.825092], [-1.505517, -1.940268, 1.360511], [0.121546, -1.143093, 3.135276], [-1.671978, 0.439702, 2.312058], [0.864297, -3.742291, -1.997975], [-1.026966, -4.176701, -2.260095], [1.396086, -4.429191, -0.744553], [0.619568, -4.283390, 0.546782], [1.530448, -6.351819, -1.170861], [5.671517, 0.287837, 1.255417], [5.770237, -1.112908, 2.317060], [5.091544, 0.369397, 2.925749], [3.587951, -1.755196, 1.896667], [3.006615, -0.113540, 2.115799], [4.522336, -0.569430, -0.390686], [2.983265, 0.314867, -0.125563], [2.025483, -2.029443, 0.092207], [2.182788, -0.152200, -2.826021], [3.118181, -2.304359, -4.415922], [4.775516, -2.122663, -3.809379], [2.833651, -5.584879, -4.115429], [2.256658, -4.300556, -4.939557], [4.419149, -3.904291, -6.468589], [5.758453, -4.460716, -5.773875], [5.841417, -4.452400, -3.209727], [4.524256, -5.352691, -2.872487], [1.388204, -1.208855, -4.085812], [0.635726, -2.785740, -4.159570], [-0.005928, -0.678329, -5.594758], [-1.206093, -1.958118, -5.522750], [-1.863557, 0.811589, -4.453937], [-2.985519, -0.382910, -5.142834], [-1.886958, 0.525188, -6.188349], [1.011578, 0.282478, -1.308605], [-1.212412, 1.365014, -0.574042], [-1.017342, 0.841794, -2.242626], [-2.247414, -1.354705, -1.509784], [-2.799172, -0.392314, -0.145132], [-6.535703, 0.438061, -2.238509], [-5.697993, 0.145714, -3.784956], [-5.324869, 1.694524, -2.854437], [1.433329, -0.425041, 0.969172], [0.445402, 1.014820, 0.852976], [0.989321, -0.720109, 3.124990], [-1.988209, 0.239310, 3.209643], [1.347601, -4.186975, -2.855859], [2.438619, -4.168465, -0.595218], [0.538881, -3.237031, 0.839798], [-0.373087, -4.719860, 0.494491], [1.175458, -4.796816, 1.333668], [3.647324, 5.862849, 0.733388], [2.150479, 5.903400, 1.073759], [1.396289, 5.165268, -0.042517], [2.551575, 3.961632, -0.679400], [2.897144, 4.227085, -2.063248], [2.168108, 2.581345, -0.380335], [3.951691, 4.412409, 0.351587], [4.265266, 6.179696, 1.570337], [3.861670, 6.520430, -0.110868], [1.974714, 5.406073, 2.028547], [1.787482, 6.924605, 1.163119], [0.509949, 4.639192, 0.306464], [1.133340, 5.816106, -0.875360], [4.879622, 4.295072, -0.210502], [3.947056, 3.751209, 1.219355], [-5.570749, 3.865246, -7.218791], [-4.385702, 3.950879, -8.508191], [-7.052229, 3.018785, -7.832754], [-4.985720, 3.065852, -5.793597], [-5.873395, 4.872091, -6.962342], [3.972337, 2.088766, -1.622017], [-4.986422, 3.058934, -2.950776], [0.973158, 0.452302, 6.017692], [0.027428, -0.378959, 6.170666], [-0.256108, -0.706878, 7.815656], [-1.076499, -1.693097, 7.981623], [0.232923, -1.473274, 5.761443], [-0.971394, -0.121342, 5.785182], [-0.451567, 0.256330, 8.302050], [0.855365, -0.939699, 8.162185], [-4.713522, 0.940597, 5.397158], [-3.727893, -0.124916, 5.282587], [-2.964033, -0.979382, 5.193948], [-4.661739, 1.376474, 6.394633], [-4.509727, 1.714847, 4.659797], [-5.710847, 0.539773, 5.226563], [-0.965545, 2.716519, 9.774452], [-2.379688, 3.200651, 9.492711], [-3.205464, 3.320702, 10.761156], [-3.022341, 2.326403, 8.556015], [-0.996378, 1.722489, 10.232864], [-0.408334, 2.645060, 8.838108], [-0.430265, 3.385738, 10.447664], [-2.336400, 4.168564, 8.991664], [-3.294554, 2.346505, 11.250203], [-4.210716, 3.672454, 10.531604], [-2.746831, 4.014716, 11.465823], [-3.091992, 1.457230, 8.968638], [7.094722, -7.013724, -4.800139], [6.574109, -7.203148, -5.586247], [6.537371, -6.419952, -4.277563], [-10.165727, 3.582019, -7.314310], [-9.151600, 3.685281, -7.506982], [-10.709229, 4.060982, -8.034882], [-10.404898, 2.588444, -7.310017], [-10.380108, 3.985492, -6.400055], [0.897274, -2.491125, 7.491692]],
  "atomic_forces_ev_per_a": [[-0.1, -0.1, 0.2], [0.1, 0.0, 0.0], [0.5, -0.2, 0.6], [-0.5, 0.0, -0.2], [0.6, -0.3, 0.0], [0.0, 0.5, 0.1], [-0.3, 0.1, 0.1], [0.1, 0.2, -0.1], [0.3, -0.3, -0.1], [-0.3, -0.2, -0.1], [0.0, 0.1, 0.2], [0.0, -0.1, 0.1], [0.1, 0.0, 0.1], [-0.1, -0.5, -0.4], [-0.1, 0.1, 0.0], [0.1, 0.2, 0.2], [0.0, 0.0, -0.3], [0.1, -0.1, 0.1], [0.4, 0.2, -0.1], [-0.3, 0.5, 0.5], [0.1, -0.4, -0.3], [-0.3, 0.2, 0.1], [0.3, 0.0, -0.1], [-0.4, -0.1, 0.1], [0.1, -0.2, 0.0], [0.1, 0.0, 0.0], [-0.3, 0.5, -0.1], [-0.3, -0.9, 0.3], [0.1, 0.1, -0.1], [0.2, 0.2, -0.3], [0.4, 0.1, 0.1], [-0.3, 0.2, 0.3], [0.1, 0.0, 0.0], [-0.1, -0.4, 0.0], [0.5, -0.1, 0.2], [0.1, 0.1, 0.0], [0.0, 0.1, 0.0], [0.1, 0.0, -0.2], [0.0, 0.1, 0.0], [0.0, 0.0, 0.0], [0.0, 0.0, 0.0], [-0.1, 0.0, -0.2], [0.2, 0.1, -0.2], [0.0, 0.1, -0.1], [0.0, -0.2, -0.1], [0.0, 0.1, 0.0], [-0.1, 0.1, 0.0], [0.1, 0.0, 0.0], [0.0, 0.0, -0.1], [0.0, 0.1, 0.0], [0.0, 0.1, 0.0], [0.0, 0.0, 0.0], [0.1, 0.1, 0.1], [0.1, 0.0, 0.0], [0.1, 0.0, 0.0], [0.1, 0.0, 0.1], [0.0, 0.0, 0.1], [-0.1, 0.0, 0.0], [0.0, 0.1, 0.1], [-0.1, 0.0, -0.1], [0.0, -0.2, -0.1], [0.0, 0.1, -0.1], [0.0, 0.0, -0.1], [0.1, 0.0, -0.1], [0.1, -0.1, 0.0], [-0.1, 0.1, -0.1], [0.0, 0.0, 0.0], [0.2, 0.4, 0.0], [-0.3, 0.0, 0.0], [0.1, 0.0, 0.1], [-0.1, 0.1, 0.3], [-0.2, 0.1, -0.1], [0.1, 0.0, 0.0], [0.0, 0.1, -0.1], [-0.3, 0.0, -0.1], [-0.1, 0.2, -0.1], [0.0, 0.0, 0.0], [-0.1, 0.0, -0.1], [0.1, -0.1, 0.1], [-0.2, 0.0, 0.1], [0.3, 1.4, 1.0], [0.2, -0.7, -0.3], [0.6, -0.6, -0.6], [-0.1, 0.3, 0.2], [0.0, 0.0, 0.0], [0.0, 0.0, 0.0], [0.0, 0.0, 0.0], [0.0, 0.0, 0.0], [0.0, 0.0, -0.1], [0.0, -0.1, -0.1], [-0.1, -0.1, -0.1], [0.0, 0.0, 0.0], [0.3, 0.0, 0.1], [-0.1, 0.0, 0.0], [-0.1, -0.1, -0.2], [-0.1, 0.1, 0.1], [-0.1, 0.0, 0.0], [-0.9, -0.5, 0.0], [0.0, -0.3, -0.1], [0.1, -0.2, -0.3], [0.8, 0.7, -0.2], [-0.7, 0.5, 0.5], [1.2, -1.0, 0.1], [0.3, -0.4, 0.4], [-0.1, -0.1, 0.2], [-0.2, 0.0, -0.2], [0.5, 1.1, 0.3], [0.0, 0.1, 0.1], [-0.1, -0.1, 0.0], [0.0, 0.2, -0.2], [0.0, 0.0, 0.0], [0.0, 0.0, 0.0], [0.0, 0.0, 0.0], [0.0, -0.1, -0.2], [0.0, -0.1, 0.2], [-0.1, 0.0, 0.0], [0.1, 0.0, -0.1], [0.0, 0.0, 0.1], [0.0, 0.0, 0.0], [0.0, 0.0, 0.0], [0.0, 0.0, -0.1], [0.0, 0.0, 0.0], [0.0, 0.0, 0.0], [0.0, 0.0, 0.0], [0.0, 0.0, 0.0], [0.1, 0.1, 0.0], [0.0, -0.1, 0.0], [-0.2, -0.1, -0.1], [0.0, 0.1, 0.0], [0.1, -0.1, 0.1], [0.0, 0.0, 0.0], [0.0, 0.0, 0.0], [0.0, 0.0, 0.0], [-1.7, -0.5, -0.8]],
  "mulliken_charge": [-1.485, -0.343, -0.800, 0.131, -0.679, -0.631, 1.259, -0.378, -0.697, 0.448, -0.620, -0.640, -0.781, 1.564, -3.066, 0.117, -0.400, -1.185, 0.552, 0.805, -1.435, -0.982, -0.091, 0.744, -0.975, -0.533, 1.095, 0.949, -0.613, -0.365, -0.513, -1.294, 0.037, 0.223, -0.912, -0.087, 0.357, 0.314, 0.387, 0.442, 0.227, 0.887, -0.071, 0.011, 0.680, 0.062, 0.320, 0.238, 0.263, 0.313, 0.318, 0.379, 0.263, 0.959, 0.569, 0.357, 0.298, 0.211, 0.272, 0.463, -0.643, 0.672, 0.362, 0.200, 0.612, 0.354, 0.261, 0.357, -1.577, 0.836, 0.286, 0.129, 0.437, 0.332, -0.111, 0.410, 0.430, -0.737, -0.595, -0.706, 0.895, -0.637, -0.565, -0.608, 0.378, 0.332, 0.313, 0.357, 0.344, 0.424, 0.481, 0.376, 0.079, -0.107, -0.283, 0.040, 0.263, 0.695, -0.650, -0.670, 1.049, 0.502, -0.617, -0.220, -0.159, -0.212, 0.018, -0.841, 0.558, -0.466, 0.186, 0.287, 0.336, -1.220, 0.412, -1.326, -0.487, 0.273, 0.241, 0.453, 0.239, 0.356, 0.332, 0.390, 0.336, -0.683, 0.299, 0.427, -0.384, 0.180, 0.402, 0.401, 0.399, 0.837]
}